No. 1
{
  "formula": "C51H61BrF4N2OP2PdS2",
  "method": "wB97M-V/def2-TZVPD",
  "charge": 2,
  "e_lumo_ev": -6.96,
  "orbital_gap_ev": 6.02,
  "homo_energy_ev": -12.976,
  "elements": ["Pd", "F", "C", "C", "F", "C", "F", "C", "P", "C", "C", "C", "C", "C", "C", "C", "C", "C", "C", "C", "C", "C", "Br", "C", "F", "H", "H", "H", "H", "H", "H", "H", "H", "H", "H", "C", "C", "C", "C", "C", "C", "P", "C", "C", "C", "C", "C", "C", "C", "C", "C", "C", "C", "C", "H", "H", "H", "H", "H", "H", "H", "H", "H", "H", "H", "H", "H", "H", "H", "H", "H", "H", "H", "H", "H", "H", "H", "H", "H", "H", "H", "H", "H", "H", "H", "H", "H", "N", "C", "S", "N", "C", "C", "C", "C", "C", "C", "H", "H", "H", "H", "H", "H", "H", "H", "C", "C", "C", "C", "C", "C", "C", "S", "C", "O", "H", "H", "H", "H", "H", "H", "H", "H", "H", "H"],
  "positions_angstrom": [[0.23, -0.26, 0.11], [-1.02, -4.42, -5.61], [-1.03, -4.05, -4.34], [-1.14, -4.99, -3.32], [-1.29, -6.28, -3.62], [-1.10, -4.59, -1.99], [-1.24, -5.53, -1.05], [-0.94, -3.25, -1.62], [-0.88, -2.55, 0.09], [-2.70, -2.46, 0.25], [-3.35, -1.23, 0.21], [-4.74, -1.19, 0.26], [-5.47, -2.36, 0.34], [-4.81, -3.59, 0.34], [-3.43, -3.64, 0.30], [-0.41, -3.89, 1.21], [-0.98, -3.91, 2.48], [-0.58, -4.86, 3.40], [0.41, -5.78, 3.07], [1.01, -5.74, 1.82], [0.61, -4.79, 0.90], [-0.87, -2.33, -2.67], [-0.82, -0.48, -2.32], [-0.91, -2.71, -4.00], [-0.80, -1.78, -4.94], [-2.77, -0.32, 0.16], [-5.24, -0.24, 0.23], [-6.54, -2.33, 0.39], [-5.38, -4.50, 0.38], [-2.93, -4.60, 0.32], [-1.76, -3.20, 2.72], [-1.04, -4.90, 4.38], [0.72, -6.52, 3.78], [1.78, -6.44, 1.56], [1.06, -4.78, -0.08], [3.49, 5.22, 1.80], [4.19, 4.02, 1.17], [3.23, 3.28, 0.22], [1.77, 3.44, 0.66], [1.73, 3.43, 2.19], [2.34, 4.75, 2.70], [0.59, 2.24, -0.15], [0.86, 2.45, -1.99], [1.05, 3.88, -2.52], [1.72, 3.87, -3.90], [1.31, 2.63, -4.68], [1.91, 1.39, -4.02], [1.99, 1.55, -2.49], [-1.14, 2.95, 0.04], [-1.78, 2.42, 1.33], [-3.09, 3.16, 1.60], [-2.83, 4.64, 1.91], [-1.54, 5.14, 1.27], [-1.29, 4.47, -0.08], [3.12, 5.87, 1.01], [4.20, 5.79, 2.39], [4.53, 3.35, 1.96], [5.06, 4.35, 0.61], [3.49, 2.22, 0.20], [3.36, 3.67, -0.79], [1.40, 4.42, 0.33], [2.30, 2.58, 2.55], [0.71, 3.33, 2.57], [2.69, 4.60, 3.72], [1.57, 5.52, 2.73], [-0.07, 2.07, -2.42], [1.65, 4.49, -1.84], [0.06, 4.35, -2.61], [2.80, 3.88, -3.79], [1.44, 4.77, -4.43], [1.67, 2.71, -5.71], [0.22, 2.56, -4.73], [2.92, 1.23, -4.41], [1.32, 0.52, -4.28], [2.95, 1.97, -2.21], [1.91, 0.56, -2.02], [-1.68, 2.48, -0.80], [-1.11, 2.54, 2.18], [-1.98, 1.35, 1.21], [-3.61, 2.69, 2.44], [-3.73, 3.06, 0.72], [-2.77, 4.79, 2.99], [-3.67, 5.22, 1.56], [-0.69, 4.96, 1.93], [-1.61, 6.22, 1.12], [-0.42, 4.92, -0.55], [-2.15, 4.68, -0.73], [0.70, -0.38, 4.53], [-0.54, -0.27, 4.06], [-0.87, -0.57, 2.41], [-1.59, 0.05, 4.81], [-1.74, 0.26, 6.20], [-2.99, -0.02, 6.73], [-3.24, 0.18, 8.08], [-2.23, 0.67, 8.90], [-0.99, 0.97, 8.36], [-0.74, 0.78, 7.01], [1.43, -0.66, 3.88], [0.89, -0.40, 5.52], [-2.47, 0.01, 4.31], [-3.78, -0.40, 6.09], [-4.21, -0.03, 8.48], [-2.41, 0.83, 9.95], [-0.21, 1.36, 8.99], [0.21, 1.09, 6.60], [2.90, -4.23, -4.63], [3.03, -3.29, -3.48], [2.31, -3.49, -2.31], [2.41, -2.62, -1.25], [3.25, -1.52, -1.36], [3.97, -1.29, -2.51], [3.87, -2.18, -3.56], [3.44, -0.41, 0.06], [4.83, -1.34, 0.81], [2.26, -0.73, 0.95], [2.27, -5.08, -4.37], [3.87, -4.61, -4.93], [2.46, -3.72, -5.49], [1.68, -4.37, -2.22], [1.88, -2.78, -0.31], [4.61, -0.43, -2.58], [4.45, -2.01, -4.46], [4.56, -2.38, 0.95], [5.07, -0.88, 1.76], [5.67, -1.24, 0.14]]
}

No. 2
{
  "formula": "C51H66N4O5PS3SiTeZr",
  "method": "wB97M-V/def2-TZVPD",
  "multiplicity": 2,
  "charge": -2,
  "s_squared": 0.77,
  "e_lumo_ev": [3.91, 3.91],
  "orbital_gap_ev": [4.19, 6.30],
  "homo_energy_ev": [-0.278, -2.390],
  "elements": ["Zr", "N", "C", "O", "C", "C", "H", "H", "H", "H", "H", "H", "C", "Si", "C", "C", "C", "C", "C", "C", "C", "H", "H", "H", "H", "H", "H", "H", "H", "H", "H", "H", "C", "C", "C", "O", "P", "S", "S", "O", "C", "C", "C", "H", "H", "H", "H", "H", "H", "H", "H", "H", "H", "H", "H", "H", "H", "C", "N", "N", "C", "O", "C", "C", "C", "C", "C", "C", "C", "C", "C", "H", "H", "H", "H", "H", "H", "H", "H", "H", "H", "H", "H", "C", "C", "C", "C", "C", "C", "Te", "N", "C", "O", "C", "C", "C", "C", "C", "C", "C", "C", "C", "C", "C", "C", "C", "C", "C", "C", "H", "H", "H", "H", "H", "H", "H", "H", "H", "H", "H", "H", "H", "H", "H", "H", "H", "H", "H", "H", "H", "H", "H", "S"],
  "positions_angstrom": [[-0.22, 0.97, -1.18], [-1.84, 4.00, 0.71], [-1.19, 3.48, -0.34], [-0.04, 3.03, -0.21], [-1.79, 3.55, -1.72], [-0.91, 2.69, -2.65], [-1.38, 3.89, 1.61], [-2.83, 4.13, 0.67], [-1.83, 4.62, -1.98], [-2.82, 3.18, -1.69], [-0.08, 3.31, -3.01], [-1.50, 2.40, -3.52], [1.13, -4.40, -1.55], [0.14, -2.82, -1.95], [0.88, -2.11, -3.54], [-1.59, -3.48, -2.38], [-2.71, -3.25, -1.58], [-3.95, -3.77, -1.92], [-4.10, -4.54, -3.06], [-3.00, -4.78, -3.87], [-1.76, -4.26, -3.53], [0.99, -5.16, -2.32], [0.81, -4.81, -0.59], [2.19, -4.16, -1.48], [1.02, -2.85, -4.33], [1.85, -1.66, -3.30], [0.23, -1.32, -3.91], [-2.61, -2.63, -0.70], [-4.81, -3.56, -1.29], [-5.07, -4.95, -3.33], [-3.11, -5.37, -4.77], [-0.91, -4.45, -4.17], [4.87, 1.55, 4.47], [3.79, 1.09, 3.50], [3.30, -0.31, 3.82], [2.73, 2.05, 3.60], [1.89, 2.57, 2.32], [0.61, 3.87, 3.08], [1.31, 0.96, 1.27], [3.15, 3.30, 1.58], [3.13, 3.79, 0.24], [4.58, 3.85, -0.22], [2.47, 5.16, 0.17], [5.70, 0.85, 4.47], [4.45, 1.60, 5.48], [5.22, 2.54, 4.19], [4.19, 1.12, 2.48], [2.81, -0.32, 4.79], [4.15, -1.01, 3.83], [2.58, -0.65, 3.07], [2.58, 3.08, -0.40], [5.15, 4.50, 0.45], [4.63, 4.26, -1.23], [5.03, 2.86, -0.22], [2.96, 5.83, 0.89], [1.42, 5.09, 0.42], [2.57, 5.58, -0.83], [4.42, 2.89, -4.94], [3.77, 1.59, -4.73], [3.56, 1.34, -3.35], [2.17, 1.19, -3.11], [1.70, 1.04, -1.91], [1.53, 1.27, -4.34], [2.47, 1.50, -5.33], [2.32, 1.59, -6.80], [4.62, 0.93, -2.57], [4.48, 0.75, -1.18], [5.57, 0.42, -0.41], [6.83, 0.25, -0.98], [6.96, 0.36, -2.36], [5.87, 0.68, -3.15], [5.35, 2.92, -4.38], [3.78, 3.72, -4.61], [4.63, 2.99, -6.00], [0.47, 1.12, -4.48], [1.32, 1.25, -7.08], [3.06, 0.97, -7.32], [2.44, 2.62, -7.18], [3.50, 0.86, -0.72], [5.45, 0.30, 0.66], [7.69, 0.01, -0.36], [7.92, 0.18, -2.83], [5.97, 0.72, -4.22], [-5.33, -0.21, 6.90], [-4.70, -0.33, 5.53], [-4.09, 0.75, 4.93], [-3.42, 0.63, 3.71], [-2.78, 1.83, 3.09], [-3.34, -0.62, 3.08], [-1.87, -0.86, 1.42], [-2.24, 0.94, -0.55], [-2.44, 0.20, -1.58], [-1.42, -0.13, -2.39], [-3.78, -0.31, -1.99], [-4.00, -0.70, -3.31], [-5.26, -1.14, -3.71], [-6.30, -1.20, -2.79], [-6.07, -0.82, -1.47], [-4.82, -0.37, -1.08], [-1.00, -2.46, 2.62], [-1.01, -3.74, 2.08], [-0.45, -4.81, 2.75], [0.13, -4.61, 3.99], [0.16, -3.34, 4.54], [-0.39, -2.25, 3.86], [-0.30, -0.87, 4.47], [-4.05, -1.70, 3.63], [-4.15, -3.03, 2.93], [-4.71, -1.54, 4.85], [-5.27, 0.82, 7.26], [-4.82, -0.86, 7.61], [-6.39, -0.50, 6.88], [-4.11, 1.72, 5.42], [-3.18, 2.76, 3.52], [-2.94, 1.83, 2.01], [-1.70, 1.83, 3.26], [-3.17, -0.67, -4.00], [-5.42, -1.44, -4.74], [-7.27, -1.55, -3.10], [-6.88, -0.87, -0.75], [-4.63, -0.08, -0.05], [-1.45, -3.89, 1.10], [-0.46, -5.80, 2.31], [0.56, -5.45, 4.54], [0.62, -3.18, 5.51], [0.37, -0.87, 5.33], [-1.29, -0.54, 4.80], [0.07, -0.15, 3.74], [-3.92, -2.91, 1.87], [-5.16, -3.44, 3.04], [-3.44, -3.74, 3.34], [-5.23, -2.39, 5.28], [0.41, -1.51, -0.34]]
}

For the records above, the corresponding energy values read -6744.706373 -4719.019853 hartree.
For the records above, the corresponding ΔE to the lowest compared entry with this formula, charge and spin values read 164.7 0.0 kJ/mol.